[1]
Below is C5H8P2 as an isolated structure in a non-equilibrium geometry, with properties calculated with ωB97M-V/def2-TZVPD.

```
15
C5H8P2 ωB97M-V/def2-TZVPD
C -0.257 1.568 -0.622
C 0.981 1.483 -0.091
C -0.993 0.472 -0.208
C 1.078 0.387 0.849
C -0.267 -0.423 0.586
P -3.144 -0.019 -0.879
P 0.356 -1.917 -0.460
H -0.503 2.490 -1.130
H 1.912 2.101 -0.135
H 1.790 -0.402 0.733
H 1.062 0.578 1.944
H -0.622 -0.869 1.469
H -2.831 -1.097 -0.086
H 0.909 -1.228 -1.608
H -0.737 -2.116 -1.090
```

E_HOMO (alpha / beta)	-8.40 / -6.92	eV
F_max	7.3	eV/A
HOMO-LUMO gap (alpha / beta)	8.204 / 5.825	eV

=====

[2]
Below is one molecule with the formula C5H8S in a non-equilibrium geometry, with properties calculated with ωB97M-V/def2-TZVPD.

```
14
C5H8S ωB97M-V/def2-TZVPD
C 0.960 -0.073 -0.296
C 1.454 -1.553 -0.085
C -0.124 0.801 -0.084
C 0.459 -2.617 0.373
C -0.245 2.359 -0.161
S -1.676 -0.095 -0.027
H 1.846 0.464 -0.681
H -0.501 -2.105 0.888
H 0.986 -3.364 0.948
H -0.013 -3.028 -0.456
H -1.004 2.533 -0.875
H 0.634 2.848 -0.429
H -0.538 2.756 0.818
H -2.239 1.074 0.064
```

E_HOMO (alpha / beta)	-7.86 / -7.91	eV
F_max	4.5	eV/A
HOMO-LUMO gap (alpha / beta)	7.224 / 7.271	eV

=====

[3]
Below is one molecule with the formula C5H8S in a non-equilibrium geometry, with properties calculated with ωB97M-V/def2-TZVPD.

```
14
C5H8S ωB97M-V/def2-TZVPD
C 2.716 -0.839 0.276
C 1.603 -0.368 -0.287
C 0.260 -0.094 0.414
S -0.919 -1.470 0.208
C -1.003 0.110 -0.551
C -2.130 0.954 -0.070
H 3.642 -1.100 -0.204
H 2.603 -1.077 1.364
H 1.272 -0.563 -1.303
H 0.082 0.444 1.341
H -0.800 0.375 -1.593
H -1.951 1.185 1.000
H -3.133 0.455 -0.067
H -2.244 1.987 -0.528
```

SMILES	C=C[C@@H]1S[C@H]1C
E_HOMO	-8.76	eV
F_max	2.7	eV/A
HOMO-LUMO gap	9.592	eV

=====

[4]
Below is one molecule with the formula C5H8S in a non-equilibrium geometry, with properties calculated with ωB97M-V/def2-TZVPD.

```
14
C5H8S ωB97M-V/def2-TZVPD
S -3.752 0.137 -0.155
C -2.232 0.143 0.376
C -0.957 -0.384 -0.340
C 0.336 0.134 0.347
C 1.464 0.907 -0.346
C 1.747 -0.551 0.054
H -2.097 0.403 1.454
H -1.147 -0.464 -1.394
H -1.057 -1.419 -0.060
H 0.085 0.310 1.356
H 2.020 1.767 0.187
H 1.434 1.035 -1.412
H 2.347 -0.883 0.862
H 1.810 -1.135 -0.929
```

SMILES	S=CCC1CC1
E_HOMO	-8.60	eV
F_max	3.5	eV/A
HOMO-LUMO gap	8.613	eV

=====

Energy above the lowest of the compared OMol25 structures with the same formula, charge and spin for every record listed, in sequence, given in kcal per mole: 91.8 118.3 43.7 48.5.